Record 1
# C34H36N3

The ion C34H36N3 with charge +1 in a non-equilibrium geometry (the ωB97M-V functional and the def2-TZVPD basis, OMol25).

Last column: Löwdin charge in e.
Geometry (Å):
N 2.86911 -1.47152 -2.23080  -0.05
N -1.31730 2.69789 1.05810  0.01
N -3.35924 -1.98056 0.00850  -0.06
C 1.83135 -1.98829 1.17608  -0.06
C 1.63252 -0.86352 -2.31535  -0.20
C -0.24893 -3.51254 -0.49365  -0.03
C 1.03250 -0.91068 -1.05325  -0.15
C -3.09635 4.24262 1.43458  -0.13
C 1.83321 0.89343 0.74976  -0.07
C -3.44559 0.21162 -1.12263  -0.03
C -1.29996 -1.09862 -0.34907  -0.04
C -0.13301 2.25436 0.64972  0.01
C -2.74032 -4.34322 0.52628  -0.02
C 1.11836 -0.26980 -3.57263  0.00
C -3.53250 2.86774 1.94155  -0.13
C -2.38589 1.88543 1.66142  -0.08
C 1.04055 3.12709 0.70157  -0.08
C 3.62846 4.18582 1.25579  -0.03
C 0.28222 0.75265 0.59130  -0.12
C -1.17223 -2.53176 -0.11827  -0.10
C 2.17452 2.32355 0.91638  -0.15
C -2.68843 -0.87106 -0.44195  -0.24
C 4.13305 -2.78794 1.03834  -0.07
C -1.71163 -5.27334 0.31732  -0.08
C 1.89811 -1.65041 -0.17819  -0.20
C -1.62717 4.11598 1.02924  -0.13
C 3.84306 -1.50472 -3.30515  -0.01
C 1.25933 4.52182 0.72045  -0.02
C 2.95530 -2.56395 1.77032  -0.08
C -0.14633 -0.09305 -0.55316  -0.16
C -0.46341 -4.84952 -0.15573  -0.07
C 3.07708 -1.95247 -0.93196  -0.15
C 2.50911 5.02715 1.09608  -0.05
C 3.45839 2.80922 1.10200  0.00
C 4.20527 -2.49254 -0.33560  -0.01
C -2.46131 -3.00589 0.27465  -0.16
C -4.80014 -2.13465 0.00370  -0.01
H 1.70448 0.60027 -3.90745  0.09
H 2.23898 0.26883 1.54868  0.13
H -3.71710 2.89880 3.01956  0.12
H -5.05381 -3.04984 0.54184  0.08
H -5.26687 -1.28286 0.51106  0.09
H -1.00289 4.67898 1.74755  0.14
H -0.46901 0.51610 -1.41470  0.14
H -2.03832 1.39725 2.58818  0.15
H 0.59784 -3.26316 -1.13292  0.11
H 0.91496 -1.79382 1.74286  0.13
H -3.90147 -0.13999 -2.06624  0.10
H 4.29907 2.11221 1.11521  0.13
H 3.54972 -2.20076 -4.10076  0.10
H -3.72392 -4.63840 0.89367  0.10
H 0.35363 -5.55864 -0.29575  0.11
H -1.44823 4.54221 0.02656  0.14
H 2.38773 0.65314 -0.16142  0.14
H -0.11009 0.27195 1.50349  0.16
H 4.80672 -1.81886 -2.89934  0.08
H 2.91362 -2.83041 2.82751  0.11
H -3.66722 4.55372 0.55492  0.12
H -2.75499 1.02135 -1.37812  0.08
H 3.94361 -0.50753 -3.75141  0.09
H 0.45744 5.21139 0.45318  0.10
H -1.87727 -6.33418 0.49767  0.10
H 1.09573 -1.01300 -4.38325  0.10
H -5.21797 -2.19960 -1.01159  0.10
H -3.20203 5.01334 2.20257  0.12
H 2.61933 6.10245 1.24725  0.11
H 4.61302 4.60828 1.46415  0.12
H 0.08844 0.06029 -3.39654  0.08
H -4.26299 0.61562 -0.50541  0.08
H -2.67278 1.07024 0.98805  0.09
H 5.10245 -2.64943 -0.93161  0.10
H -4.44866 2.53287 1.45289  0.11
H 4.99706 -3.21510 1.54394  0.10

Summary:
Electronic energy: -40306.081 eV
SMILES: Cc1c(C(c2c(C)n(C)c3ccccc23)[C@H]2Cc3ccccc3C2=[N+]2CCCC2)c2ccccc2n1C
E_HOMO: -9.58 eV
Charge: +1


Record 2
# C34H37BN10ORe

A structure of composition C34H37BN10ORe in a non-equilibrium geometry (the ωB97M-V functional and the def2-TZVPD basis, OMol25).

Last column: Mulliken spin population.
Geometry (Å):
Re -0.38383 -0.25123 -0.03829  0.70
O -0.62813 -1.54273 1.55971  0.10
N 1.71187 0.13127 -1.15269  0.00
N 0.64697 2.45737 0.89281  -0.01
N -2.53643 -0.24063 0.08491  0.01
N -0.69303 -1.81753 -1.42249  0.06
N 2.44907 0.84927 1.39151  0.00
N -0.67343 0.77167 -1.86429  0.05
N 2.11247 1.40717 -0.95459  0.00
N 1.81287 -0.33553 1.30181  -0.01
N -4.62183 -0.81933 0.42051  0.00
N -0.28413 1.51157 1.18841  0.03
C -2.19943 -4.13503 3.47161  -0.02
C 0.37107 3.58857 1.57291  0.02
C -1.57383 -2.28643 2.00941  0.00
C 2.46457 -1.22443 2.03791  0.00
C 3.51397 3.13967 -2.09419  0.00
C -3.33393 -1.12863 0.69731  0.00
C 1.13147 4.85307 1.45741  0.00
C -0.58623 -3.11473 -1.13929  -0.01
C -1.42483 1.93817 -4.28359  0.00
C -1.11823 2.02977 2.10681  0.02
C -0.91743 -4.10883 -2.03919  0.00
C -1.39603 -3.74243 -3.29089  0.00
C 2.28187 -0.31803 -2.27289  0.00
C -1.48613 -2.39773 -3.59839  0.00
C -2.19473 1.28787 2.81041  0.00
C -0.75263 3.34847 2.35181  0.01
C 3.04357 0.71217 -2.82799  0.00
C -2.94393 -2.18273 1.59521  0.01
C -1.11513 -1.44193 -2.65109  0.03
C 4.42717 1.83877 2.55431  0.00
C -3.52463 -4.03823 3.04581  0.03
C -0.57083 2.08987 -2.06149  0.00
C -1.50493 0.57017 -4.10279  0.00
C -0.91733 2.71007 -3.24519  0.00
C -4.64833 0.29147 -0.36189  0.01
C -1.10383 0.00077 -2.89469  -0.05
C 2.12857 -2.66303 2.15571  0.00
C 2.91627 1.79007 -1.96739  0.00
C 3.50407 0.73387 2.21921  0.00
C 2.20027 -1.71023 -2.78779  0.00
C 3.54137 -0.58233 2.66321  -0.01
C -3.88743 -3.06303 2.14071  -0.01
C -1.25843 -3.26943 2.98411  0.03
C -3.34983 0.64467 -0.56139  -0.01
B 2.06777 2.01127 0.45921  -0.03
H -1.99073 0.22237 2.79991  0.00
H 1.35817 -2.93813 1.44391  0.00
H 0.48567 5.68897 1.71541  0.00
H 3.01577 -3.26823 1.98171  0.00
H 4.32137 3.27237 -1.37579  0.00
H -2.97493 1.48377 -1.10939  0.00
H -1.75653 2.39407 -5.20359  0.00
H -1.22783 4.03497 3.02041  0.00
H 3.62217 0.66517 -3.72769  0.00
H -1.86373 -0.05583 -4.90149  0.00
H 1.51657 4.99967 0.45221  0.00
H 2.99237 -1.86323 -3.51559  0.00
H 3.92437 3.26137 -3.09269  0.00
H -1.82243 -2.09593 -4.57399  0.00
H -2.23533 1.62517 3.84431  0.00
H -0.81233 3.77827 -3.34249  0.00
H 2.77377 3.91697 -1.91809  0.00
H -1.91583 -4.88553 4.19251  0.00
H 4.23737 -1.02203 3.34801  0.00
H -0.21183 2.67407 -1.22659  0.01
H 1.25437 -1.91263 -3.28399  0.00
H 3.87667 2.70517 2.91481  0.00
H 1.97467 4.85777 2.14731  0.00
H -4.26673 -4.71373 3.43741  0.00
H 1.78817 -2.87473 3.16771  0.00
H -0.20803 -3.37063 -0.15749  0.01
H 2.32787 -2.42503 -1.97889  0.00
H 2.80897 2.91497 0.55301  0.00
H 5.12007 1.50827 3.32261  0.00
H 4.99667 2.13907 1.67561  0.00
H -0.79973 -5.14483 -1.77249  0.00
H -5.55893 0.73137 -0.70959  0.00
H -5.43423 -1.30233 0.76921  0.00
H -0.24203 -3.29973 3.33331  0.00
H -3.16973 1.48247 2.36701  0.00
H -4.92803 -2.98833 1.86271  0.00
H -1.67263 -4.48843 -4.01929  0.00

Summary:
Multiplicity: 2
Electronic energy: -55604.910 eV
E_HOMO (spin up / spin down): -13.04 / -13.14 eV
Charge: +2


Record 3
# C34H37BrN7O3PRh

A structure of composition C34H37BrN7O3PRh in a non-equilibrium geometry (the ωB97M-V functional and the def2-TZVPD basis, OMol25).

Last column: Löwdin charge in e.
Geometry (Å):
Rh -0.32078 -0.58845 -0.27602  0.97
Br -1.13807 -2.51761 -2.44771  0.55
P 0.36496 0.23209 1.81076  1.05
O -1.73735 2.01474 -5.07624  0.12
O 2.40516 -3.64626 -0.33721  0.09
O -4.04408 -1.40821 1.25133  0.09
N -2.39040 -0.31958 0.06822  0.00
N 2.07175 2.07847 2.84887  -0.13
N 0.10608 1.50669 4.18606  -0.13
N 1.52486 -1.51508 -0.60151  -0.01
N -0.72387 -2.30679 0.52375  -0.11
N -0.02628 0.98879 -1.57572  -0.03
N 1.94533 -0.08318 4.00315  -0.12
C -2.27456 -3.74124 1.53301  0.05
C -1.95585 -2.50981 0.98708  -0.17
C 1.00250 2.56195 3.71998  -0.17
C 4.29390 -1.80334 0.84205  -0.04
C -4.58585 -1.46183 -1.66261  -0.05
C -4.23097 -0.00825 -1.54856  -0.19
C -1.40700 0.42484 -3.40686  -0.03
C 3.89486 -0.82225 -0.23084  -0.21
C 1.54175 1.62782 1.57073  -0.28
C 4.86312 0.12981 -0.55969  -0.06
C -0.02916 -4.47947 1.01011  0.04
C 1.92045 -0.81234 -3.45028  -0.04
C 1.36271 -0.85532 2.91676  -0.27
C -4.86228 0.86646 -2.42819  -0.04
C 4.78182 0.89359 -1.70759  -0.07
C -4.59165 2.22433 -2.44009  -0.07
C -1.14241 1.69717 -3.92393  -0.27
C 2.78805 -0.32226 -2.32489  -0.22
C -0.27469 2.57526 -3.25621  0.04
C -0.77174 0.15450 -2.22119  -0.34
C -2.18293 2.51835 0.44631  -0.05
C -2.92402 -1.35877 0.78394  -0.48
C 0.27749 2.19617 -2.05702  -0.07
C -3.02199 1.90144 -0.63882  -0.22
C 0.23371 -3.22673 0.49178  -0.21
C -3.68349 2.73621 -1.52416  -0.05
C 1.52405 -2.81968 -0.20592  -0.51
C 2.74660 -0.90946 -1.04700  -0.18
C 3.77655 0.60782 -2.61762  -0.05
C -1.29084 -4.72493 1.54616  0.01
C -0.72526 0.96224 3.11683  -0.26
C 0.90043 0.48180 4.85696  -0.17
C 2.80007 1.00730 3.52814  -0.16
C -3.25261 0.51527 -0.66955  -0.21
H -1.48163 2.89713 -5.37746  0.13
H 1.01404 2.45450 1.08707  0.08
H -3.27248 -3.91325 1.91016  0.13
H 0.24660 -0.31838 5.20731  0.13
H -0.04337 3.54509 -3.67464  0.13
H -5.10345 2.87871 -3.13230  0.11
H 4.89590 -2.57359 0.35544  0.10
H 4.91599 -1.33073 1.60191  0.08
H -3.70420 -2.09889 -1.68868  0.00
H -2.03969 -0.27066 -3.93135  0.11
H -1.35536 1.75446 2.71550  0.07
H 2.13722 -1.34552 2.32813  0.07
H 2.34769 1.30612 0.90335  0.09
H 3.30020 1.43817 4.39622  0.14
H 0.42462 3.32589 3.19710  0.14
H -1.38036 0.18431 3.51750  0.11
H 1.46092 3.01925 4.59798  0.14
H -2.60800 2.23307 1.41075  0.08
H 0.74464 -5.23368 0.97123  0.13
H 3.77861 1.07385 -3.59493  0.11
H -1.51613 -5.69858 1.95937  0.12
H 3.48972 -2.35201 1.31416  0.05
H 2.01526 -0.16279 -4.31926  0.09
H -5.58097 0.46036 -3.12846  0.11
H 2.26119 -1.80943 -3.74132  0.10
H 1.37788 0.94167 5.72353  0.14
H 0.94673 2.82523 -1.48720  0.13
H 5.53509 1.63725 -1.92843  0.11
H -5.20322 -1.78197 -0.82387  0.09
H 5.72232 0.22939 0.09234  0.12
H -5.14612 -1.62837 -2.58122  0.08
H 0.86728 -0.92214 -3.20403  -0.03
H 0.71763 -1.63577 3.33052  0.11
H -1.13891 2.19387 0.42390  0.02
H -3.51347 3.80425 -1.46636  0.11
H -2.20711 3.60400 0.37715  0.09
H 3.55691 0.60686 2.85232  0.13

Summary:
Electronic energy: -134765.030 eV
E_HOMO (spin up / spin down): -10.64 / -10.64 eV
Charge: +1


Record 4
# C34H37Cl3F6IrN4OS3SbTe

A structure of composition C34H37Cl3F6IrN4OS3SbTe in a non-equilibrium geometry (the ωB97M-V functional and the def2-TZVPD basis, OMol25).

Last column: Löwdin charge in e.
Geometry (Å):
Ir 1.50507 -1.52685 -0.59447  0.99
Te 0.00533 -0.93653 2.41587  1.46
Sb 0.11820 -2.95310 -4.24579  1.45
Cl -4.94766 3.67062 -3.12245  0.75
Cl -4.12555 1.59801 4.18568  0.69
Cl -6.25550 7.86036 -0.04534  0.73
S 2.29426 -0.58511 1.45566  0.71
S 0.77907 -3.34936 0.68005  0.59
S -4.08787 -1.38461 4.02533  0.99
F -0.52114 -3.59222 -5.85372  -0.30
F 1.89118 -2.64990 -4.78141  -0.33
F -0.20983 -1.12833 -4.54307  -0.33
F 0.62640 -4.58104 -3.49225  -0.32
F -1.52400 -3.04137 -3.34093  -0.33
F 0.86342 -2.20899 -2.41812  -0.50
O -3.50192 1.80939 0.62460  -0.11
N 3.31123 -2.62379 -0.75706  -0.29
N -0.22961 -0.27427 -0.50330  -0.17
N -1.56551 1.28484 -1.29388  -0.02
N 2.67386 0.10183 -1.50314  -0.25
C -4.88825 4.46114 -1.57161  -0.57
C -2.08253 0.07699 -1.71458  0.01
C -5.50135 5.69498 -1.44861  -0.11
C 3.13947 2.48427 -1.03143  0.01
C 4.76180 -3.99674 0.72997  -0.01
C -4.41285 -2.18600 2.52985  -0.39
C 2.79074 1.22088 -0.57115  -0.27
C 3.79572 -5.30310 2.49994  -0.04
C -0.00810 0.93330 3.43797  -0.33
C -3.64075 2.46705 -0.62208  -0.33
C -4.23701 0.16082 3.26587  -0.99
C 3.49962 -3.51372 0.40382  -0.31
C 4.91054 -4.88304 1.78244  -0.04
C -4.75436 1.24067 1.04943  -0.14
C -4.53108 0.06534 1.94275  -0.32
C 3.16548 3.34280 1.21778  -0.03
C 2.03052 0.53144 -2.78823  -0.03
C -5.48350 6.32932 -0.21663  -0.66
C -4.25369 3.84505 -0.49582  -0.20
C -4.25087 4.51025 0.72512  -0.02
C 0.92065 -1.99666 4.00795  -0.33
C -4.63069 -1.30150 1.52833  -0.13
C -4.85798 5.74538 0.87439  -0.08
C 2.38808 -3.92464 1.11774  -0.59
C 2.53925 -4.83117 2.16614  -0.09
C -2.27934 2.56128 -1.31531  -0.04
C -0.48096 1.03134 -0.56856  -0.16
C 2.60707 1.03652 0.80091  -0.49
C 3.30540 3.54112 -0.14933  -0.01
C -1.27183 -0.88122 -1.21015  -0.12
C 2.83709 2.08625 1.69150  -0.08
C 4.00048 -0.50933 -1.82718  -0.12
C 3.30665 -3.48698 -1.98261  -0.02
C 4.38200 -1.58734 -0.83829  -0.16
H 0.11517 1.80807 -0.11462  0.15
H 5.32497 -2.02911 -1.16570  0.14
H 5.89402 -5.25601 2.03137  0.12
H -4.85767 6.25295 1.82846  0.11
H 2.50778 -4.21906 -1.89037  0.10
H 3.90724 -6.00733 3.31288  0.12
H 3.33675 4.15419 1.91137  0.13
H 3.91774 -0.92998 -2.82815  0.13
H 1.96524 -2.17500 3.76268  0.01
H 0.39927 -2.94630 4.10353  0.03
H -3.76789 4.04403 1.57448  0.12
H 1.71753 -0.34372 -3.34290  0.06
H -2.46081 2.85670 -2.34682  0.12
H 3.56884 4.51693 -0.53389  0.13
H 1.00683 1.27200 3.61203  0.00
H -1.34391 -1.94557 -1.32863  0.09
H 3.29827 2.64995 -2.08765  0.13
H 5.63350 -3.70264 0.16083  0.12
H 2.78294 1.91146 2.75672  0.10
H -4.46305 -3.26274 2.50063  0.08
H 1.66186 -5.17336 2.70073  0.11
H -0.56036 1.65235 2.83546  0.02
H -5.31693 0.91652 0.17121  0.14
H 4.53612 -1.18812 0.16469  0.11
H -5.34460 1.99936 1.56974  0.13
H -4.87957 -1.59739 0.51846  0.12
H 1.16318 1.14936 -2.57252  0.10
H 4.26710 -3.99829 -2.06063  0.12
H 0.82998 -1.41544 4.92281  0.04
H -0.51712 0.78735 4.38884  0.03
H -2.95228 0.00351 -2.34426  0.15
H 3.12835 -2.89658 -2.87350  0.06
H -4.29025 1.85794 -1.26065  0.12
H 2.73138 1.09646 -3.40445  0.11
H -5.99570 6.14977 -2.29498  0.11
H -1.63749 3.29696 -0.83144  0.15
H 4.77874 0.25648 -1.85832  0.15

Summary:
Electronic energy: -146904.958 eV
E_HOMO: -13.02 eV
Charge: +2